Formula: C3H4O3
Source: the Open Molecules 2025 dataset
Level of theory: ωB97M-V/def2-TZVPD

Calculated values
relative energy (zero: lowest compared OMol25 entry of this formula, charge and spin) = 94.7 kcal/mol
energy = -9314.596 eV
largest force on an atom = 2.496 eV/A
orbital gap = 9.50 eV

Element x y z (Å)
O1 -1.992 -1.560 -0.387
C1 -1.720 -0.416 -0.133
C2 -0.321 0.194 -0.141
O2 -0.286 1.308 -0.619
C3 0.928 -0.459 0.300
O3 2.082 0.816 -0.060
H1 -2.470 0.380 0.042
H2 0.826 -1.602 0.164
H3 1.283 -0.299 1.292
H4 1.672 1.639 -0.458